No. 1
Formula: C32H60F6N4O16P3S2Ti
Source: OMol25
Level of theory: the ωB97M-V functional and the def2-TZVPD basis

Charge: +1
⟨S²⟩: 6.017
HOMO level (alpha / beta): -0.2680 / -0.3402 Eh
Spin multiplicity: 5

Structure (XYZ):
```
124
Properties=species:S:1:pos:R:3:forces:R:3:lowdin_spin:R:1
Ti -25.7212 1.2362 21.1640 0.965 0.365 0.234 2.671
C -21.8668 0.5912 19.7002 -1.053 -1.229 -0.701 0.002
F -20.9195 0.5813 18.7798 0.037 0.237 -1.547 0.001
F -21.2939 0.1008 20.7424 0.514 -1.065 2.470 0.000
F -22.2308 1.8205 19.9540 -0.609 0.771 -0.237 0.005
S -23.3586 -0.5302 19.1113 0.901 0.474 -1.331 0.018
O -23.9613 0.2705 18.1030 -0.887 1.160 0.243 0.011
O -22.7953 -1.7593 18.5607 -0.198 1.254 1.738 0.005
N -24.3808 -0.6089 20.5352 1.329 1.703 -3.037 0.042
S -24.2138 -2.1109 20.8719 -0.488 -6.473 2.327 0.015
O -24.8487 -3.1049 19.9556 0.565 2.595 2.034 0.003
O -22.8489 -2.4713 21.2378 -0.576 0.607 0.100 0.000
C -25.2186 -2.2011 22.6365 2.351 0.511 -1.884 0.005
F -24.7815 -3.1895 23.4053 0.188 0.501 -0.188 0.000
F -25.1398 -1.0188 23.2716 0.422 -0.096 0.272 0.017
F -26.4343 -2.3904 22.3171 -2.667 -0.618 -0.352 0.010
C -29.1146 5.3073 19.8932 0.091 1.276 1.358 0.001
C -28.1003 4.2140 20.0958 -1.869 -0.675 1.102 0.019
O -27.1006 4.2917 19.1633 4.214 0.061 -1.190 0.013
P -25.4994 4.5017 19.6187 -3.765 2.964 -1.089 0.010
O -24.8901 3.3414 20.2523 0.253 -0.967 0.763 0.053
O -24.8273 4.9600 18.2228 -1.464 0.475 2.965 0.001
C -24.4283 3.9578 17.3430 0.467 -1.912 -2.729 0.000
C -25.5076 3.0701 16.7034 -0.096 0.364 -0.360 0.001
O -25.6629 5.8292 20.5955 0.202 -1.644 -1.773 0.001
C -26.2715 7.0693 20.0995 -0.155 0.339 -0.788 0.000
C -25.1765 8.0297 19.8159 1.343 0.836 0.312 0.000
H -29.1043 5.7222 18.8853 -0.475 -0.669 -0.173 0.000
H -30.0588 4.9437 20.2986 -0.320 0.108 -0.729 0.000
H -28.9217 6.1825 20.5136 0.284 0.108 0.155 0.000
H -27.7052 4.1177 21.1071 -0.046 0.425 0.247 0.008
H -28.7108 3.3201 19.9684 0.612 -0.594 -0.380 0.012
H -24.0248 4.4982 16.4866 0.544 0.055 0.300 0.000
H -23.6954 3.2721 17.7680 0.275 0.408 0.280 0.000
H -25.1405 2.5377 15.8260 0.946 -0.238 0.314 0.000
H -25.8945 2.2994 17.3701 -0.457 0.366 -0.018 0.003
H -26.2190 3.6879 16.1553 -0.758 0.102 0.856 0.000
H -26.8371 7.0469 19.1679 -0.048 -1.293 -0.163 0.000
H -27.0288 7.4348 20.7930 0.524 -0.275 0.627 0.000
H -25.5143 9.0325 19.5541 -0.334 -0.003 0.272 0.000
H -24.5006 8.0890 20.6689 -0.041 0.253 0.119 0.000
H -24.5443 7.7468 18.9742 -0.191 -0.452 -0.090 0.000
C -14.7670 -1.5794 23.1185 -0.141 0.711 -2.054 0.000
C -15.5840 -1.0608 21.8703 -0.631 -1.207 2.256 0.000
O -15.0316 0.1681 21.4630 0.424 0.067 -1.204 0.000
P -16.0139 1.3058 20.9456 -0.792 0.186 -0.141 0.000
O -16.8654 1.7868 22.0496 0.220 0.052 -1.121 0.000
O -15.1007 2.4200 20.2022 -4.432 -3.411 -0.583 0.000
C -13.9173 2.8005 20.7057 2.771 2.248 0.464 0.000
C -12.7622 2.0225 20.2255 1.487 -2.002 0.240 0.000
O -16.7733 0.5249 19.7189 -1.116 1.488 1.060 0.000
C -17.9037 1.2468 19.0184 1.821 0.857 -1.984 0.002
C -17.1218 2.0633 17.8747 -0.889 -1.547 1.838 0.000
H -15.1721 -2.5263 23.4755 0.021 0.270 0.264 0.000
H -13.7497 -1.7234 22.7545 0.082 -0.329 0.064 0.000
H -14.6737 -0.7716 23.8443 -0.522 -0.296 0.226 0.000
H -15.7358 -1.8276 21.1106 1.360 0.018 -0.754 0.000
H -16.6445 -0.9900 22.1120 -0.146 0.885 0.771 0.000
H -13.7691 3.7435 20.1795 0.017 0.809 1.077 0.000
H -13.9541 2.8276 21.7947 0.191 0.608 0.056 0.000
H -12.6604 1.0669 20.7399 -0.397 -0.372 -0.176 0.000
H -12.7975 1.8321 19.1529 -0.009 0.150 -0.006 0.000
H -11.7981 2.4579 20.4882 -0.167 0.664 -0.222 0.000
H -18.5844 0.4987 18.6122 0.407 -0.173 0.122 0.002
H -18.5052 1.9730 19.5652 0.421 -0.425 0.937 0.000
H -17.7817 2.3807 17.0673 0.208 0.092 0.106 0.000
H -16.6262 2.8646 18.4229 -0.112 0.239 -0.570 0.000
H -16.3599 1.3434 17.5757 -0.015 0.330 -0.600 0.000
C -23.3644 5.2775 26.2935 1.197 -0.955 -0.195 0.000
C -24.4636 5.4236 25.2649 0.004 1.031 0.391 0.000
O -25.0628 4.1699 24.8259 0.278 -0.523 -0.842 0.002
P -24.2515 3.0873 23.9676 1.049 0.872 0.378 0.006
O -25.0617 2.1813 23.1006 0.172 0.534 0.751 0.057
O -23.1903 4.0191 23.2078 -0.905 -0.995 -0.865 0.002
C -22.0256 3.3848 22.5823 1.070 -0.064 1.677 0.001
C -20.9493 3.5586 23.6156 1.790 -0.039 -0.619 0.000
O -23.2975 2.3244 25.0227 -1.044 0.563 -0.932 0.001
C -23.6750 1.1654 25.7856 0.186 -0.275 1.098 0.000
C -24.4583 1.5113 27.0505 -0.015 1.050 0.800 0.000
H -23.3674 4.3104 26.7963 -0.493 0.074 0.181 0.000
H -22.4131 5.2410 25.7626 0.193 0.165 0.018 0.000
H -23.2749 6.0550 27.0522 -0.448 0.123 -0.231 0.000
H -25.2369 6.0731 25.6751 -0.548 -0.668 -0.068 0.000
H -24.0764 5.9982 24.4235 -0.086 -0.454 -0.312 0.000
H -22.1328 2.3169 22.3917 -0.719 0.043 0.119 0.001
H -21.6072 3.8015 21.6661 -1.247 0.701 -0.191 0.000
H -20.0376 3.1773 23.1557 0.190 -1.099 0.271 0.000
H -20.5350 4.5639 23.6924 -1.030 0.571 0.438 0.000
H -21.1754 3.1009 24.5787 0.230 0.155 -0.235 0.000
H -24.1153 0.4272 25.1154 -0.108 0.030 0.213 0.000
H -22.7267 0.8212 26.1984 0.099 -0.428 -0.592 0.000
H -24.6380 0.7365 27.7958 -0.377 -0.834 -0.867 0.000
H -23.8397 2.1105 27.7186 0.493 0.557 -0.420 0.000
H -25.3491 2.1289 26.9355 -0.221 -0.370 -0.378 0.000
N -23.9002 -5.8519 15.8474 -1.502 -1.335 0.634 0.000
C -23.4221 -4.8740 16.6471 2.232 -0.141 -2.062 0.001
C -22.3130 -4.4272 15.9236 -0.276 1.192 1.185 0.001
C -22.1867 -5.0936 14.6618 -0.417 -0.097 2.035 0.000
C -23.1783 -6.0742 14.7004 0.448 1.334 -0.267 0.000
H -24.7181 -6.3191 16.2119 -0.022 -0.621 -0.658 0.000
H -23.7920 -4.6764 17.6424 -0.064 0.136 -0.318 0.000
H -21.7479 -3.6196 16.3650 0.415 0.186 -0.534 0.000
H -21.4015 -4.8289 13.9691 -0.280 -0.509 -0.272 0.000
H -23.3949 -6.8075 13.9377 -0.405 -0.007 0.354 0.000
N -17.1740 -3.1985 19.0658 -2.225 -0.363 -0.748 0.034
C -18.1972 -2.3786 19.5999 2.584 -3.437 -1.305 0.357
C -19.3906 -3.0942 19.2465 -1.684 2.642 0.082 0.164
C -19.1621 -4.0827 18.3600 0.265 -1.934 0.401 0.061
C -17.7853 -4.2558 18.2826 1.830 2.444 1.684 0.348
H -16.1736 -3.1286 19.1858 -0.106 0.378 0.002 -0.002
H -17.9329 -1.5177 20.1961 -0.299 0.145 -0.051 0.013
H -20.3649 -2.6978 19.4916 -0.255 -0.236 0.292 0.005
H -19.8395 -4.8636 18.0472 -0.361 0.467 -0.419 -0.001
H -17.1519 -4.9893 17.8059 -0.116 0.016 -0.044 0.014
N -25.4654 -8.1852 18.2854 -0.320 1.696 1.610 0.000
C -26.7607 -8.0313 17.9088 -1.227 2.061 -1.467 0.000
C -27.1187 -6.6440 17.9207 1.659 -2.039 1.324 0.000
C -26.0212 -5.9955 18.5826 0.689 -1.114 -0.588 0.000
C -25.0191 -6.9438 18.8325 -1.228 -0.649 -0.807 0.000
H -25.0582 -9.0964 18.4401 0.072 0.351 0.098 0.000
H -27.3422 -8.8584 17.5291 0.145 -0.013 -0.014 0.000
H -28.0406 -6.1348 17.6816 -0.009 -0.459 -0.200 0.000
H -25.9548 -4.9257 18.7152 0.116 -0.117 0.427 0.000
H -24.1205 -6.9259 19.4312 0.046 0.228 -0.355 0.000
```
Forces are in eV/Å.

---

No. 2
Formula: C32H60FO10P
Source: OMol25
Level of theory: the ωB97M-V functional and the def2-TZVPD basis

Charge: 0
HOMO level: -0.2950 Eh
Relative energy (zero: lowest compared OMol25 entry of this formula, charge and spin): 0.000 eV

Structure (XYZ):
```
104
Properties=species:S:1:pos:R:3:forces:R:3:lowdin_charge:R:1
C -4.5854 2.0522 -2.8895 -0.041 -0.029 0.032 -0.105
O -4.3144 0.7770 -3.4268 0.026 -0.016 -0.013 -0.191
C -3.3136 0.0821 -2.7037 -0.025 -0.080 -0.020 -0.219
C -1.8890 0.6056 -2.9385 0.064 0.004 0.024 -0.172
C -1.1502 0.8526 -1.6264 0.055 0.101 0.087 -0.158
C 0.2839 1.3774 -1.7581 -0.080 -0.020 -0.136 -0.499
O 0.9952 0.2790 -2.3600 -0.100 -0.174 0.152 -0.178
C 2.2805 0.5220 -2.8866 -0.045 0.073 0.078 -0.127
C 0.8942 1.6111 -0.3543 -0.039 -0.270 -0.071 -0.357
O 0.5552 2.8739 0.0882 -0.060 0.239 -0.142 -0.105
C 1.4515 3.4567 1.0204 0.024 -0.166 0.128 -0.191
C 0.6723 4.3759 1.9430 0.022 0.028 0.004 -0.149
C -0.5668 3.7034 2.5578 0.043 -0.089 0.008 -0.167
C -1.8832 4.3324 2.1707 -0.039 0.150 -0.078 -0.203
F -2.2457 3.9784 0.8685 0.021 -0.019 -0.011 -0.063
O 0.4120 0.6852 0.6024 0.191 0.076 0.165 -0.083
C 1.1302 -0.5337 0.7336 -0.087 -0.120 -0.250 -0.147
C 1.4252 -0.9200 2.2044 0.070 -0.057 0.085 -0.312
C 0.9281 0.1233 3.2012 -0.074 0.026 -0.078 -0.047
C 0.8826 -2.3386 2.4606 -0.006 0.092 -0.009 -0.167
C 0.8863 -2.9049 3.8890 0.108 -0.050 0.044 -0.412
C -0.2186 -2.3705 4.8055 -0.062 -0.048 -0.032 -0.077
C 2.2667 -2.8080 4.5565 0.023 -0.034 -0.002 -0.070
P 0.3221 2.8589 -2.9425 0.079 -0.022 0.161 1.006
C -0.9576 3.9864 -2.2363 -0.052 0.000 -0.071 -0.269
C 1.8566 3.7554 -2.4318 0.107 0.083 -0.081 -0.264
H -4.8884 1.9791 -1.8369 0.025 -0.003 -0.018 0.093
H -5.4056 2.4805 -3.4625 0.027 -0.001 -0.016 0.089
H -3.7209 2.7202 -2.9558 0.008 0.016 -0.007 0.069
H -3.5591 0.1079 -1.6317 0.020 0.023 -0.021 0.120
H -3.3949 -0.9563 -3.0303 -0.018 0.003 0.036 0.104
H -1.3161 -0.1174 -3.5213 -0.001 0.048 -0.070 0.106
H -1.9436 1.5083 -3.5513 -0.044 0.013 0.042 0.085
H -1.0765 -0.0926 -1.0870 -0.025 -0.048 0.049 0.123
H -1.7235 1.5194 -0.9763 0.039 0.042 -0.010 0.121
H 2.2270 1.1451 -3.7873 0.003 -0.012 -0.003 0.061
H 2.6918 -0.4528 -3.1444 0.010 0.003 -0.051 0.098
H 2.9549 1.0064 -2.1728 0.014 -0.076 -0.037 0.073
H 1.9854 1.4781 -0.4104 -0.011 0.146 -0.054 0.148
H 2.2279 4.0067 0.4766 0.006 0.009 0.054 0.121
H 1.9471 2.6722 1.6029 -0.072 -0.014 -0.014 0.121
H 1.3539 4.6962 2.7344 0.013 0.070 -0.049 0.114
H 0.3882 5.2785 1.3943 -0.066 -0.042 -0.016 0.115
H -0.5977 2.6520 2.2605 -0.047 0.004 0.057 0.104
H -0.5128 3.7254 3.6492 0.034 0.017 -0.003 0.117
H -1.8283 5.4251 2.1838 0.001 -0.020 0.086 0.116
H -2.6921 4.0122 2.8293 -0.001 -0.067 -0.024 0.113
H 2.0551 -0.4679 0.1528 0.049 -0.014 0.060 0.127
H 0.5340 -1.3279 0.2698 0.035 0.029 -0.057 0.119
H 2.5148 -0.9742 2.2945 -0.007 0.081 0.109 0.129
H 1.1828 1.1288 2.8713 0.041 -0.027 0.037 0.054
H 1.3761 -0.0362 4.1800 -0.012 -0.040 0.023 0.070
H -0.1569 0.0861 3.3103 -0.012 0.024 -0.017 0.091
H -0.1357 -2.3926 2.0563 -0.028 0.010 0.115 0.117
H 1.4817 -3.0276 1.8534 -0.050 0.041 -0.097 0.120
H 0.6759 -3.9719 3.7616 -0.009 0.003 -0.081 0.124
H -0.4387 -3.0850 5.5986 0.053 0.040 0.036 0.055
H 0.0618 -1.4356 5.2891 -0.020 0.019 -0.023 0.066
H -1.1436 -2.1994 4.2494 -0.002 -0.017 -0.002 0.078
H 3.0708 -2.7686 3.8176 -0.008 -0.066 0.008 0.073
H 2.4556 -3.6672 5.2012 -0.037 0.024 0.040 0.075
H 2.3502 -1.9206 5.1859 0.004 0.067 -0.063 0.071
H -1.3030 4.6414 -3.0376 -0.003 0.042 0.027 0.034
H -0.5697 4.5815 -1.4135 0.015 -0.021 0.014 0.027
H -1.8167 3.4377 -1.8564 -0.019 -0.020 -0.059 0.012
H 1.6524 4.5473 -1.7122 -0.072 -0.030 0.006 0.034
H 2.5974 3.0881 -1.9931 0.004 0.050 -0.047 0.019
H 2.3206 4.2015 -3.3117 0.013 0.018 0.023 0.025
O 5.0762 2.6815 -2.8068 0.041 -0.052 -0.018 0.113
C 4.9496 2.6816 -3.9963 -0.070 0.024 -0.015 -0.496
O 4.5558 3.7847 -4.6774 0.007 -0.002 0.024 0.009
C 4.3711 3.4771 -6.0710 -0.016 -0.011 -0.006 -0.148
C 5.2249 2.2378 -6.3236 0.035 0.025 0.023 -0.145
C 5.1550 1.5378 -4.9717 0.025 0.024 0.021 -0.073
H 3.3087 3.2857 -6.2389 0.003 -0.007 -0.009 0.128
H 4.6714 4.3513 -6.6428 0.009 -0.007 -0.003 0.125
H 4.8568 1.6411 -7.1550 -0.022 -0.008 0.012 0.117
H 6.2523 2.5331 -6.5399 -0.004 -0.004 -0.018 0.118
H 4.2861 0.8801 -4.8926 0.018 -0.006 -0.014 0.114
H 6.0380 0.9674 -4.6959 -0.009 -0.012 -0.003 0.128
O -0.6021 -5.0478 -6.6951 -0.027 -0.013 0.028 0.122
C -1.4518 -4.3532 -6.2228 0.011 0.043 -0.013 -0.489
O -1.8550 -3.2007 -6.8131 0.022 -0.016 -0.007 0.023
C -2.8172 -2.5223 -5.9882 -0.011 0.050 0.053 -0.149
C -3.4152 -3.6047 -5.0942 0.004 -0.021 -0.039 -0.150
C -2.2354 -4.5564 -4.9382 0.001 -0.014 -0.035 -0.077
H -2.2938 -1.7580 -5.4084 -0.015 0.010 -0.001 0.116
H -3.5364 -2.0378 -6.6430 0.002 -0.007 -0.005 0.127
H -3.7975 -3.2048 -4.1574 0.019 0.003 0.008 0.104
H -4.2342 -4.1044 -5.6129 -0.011 0.010 0.010 0.118
H -1.5835 -4.2766 -4.1072 -0.005 0.004 0.004 0.131
H -2.4958 -5.6055 -4.8265 0.009 0.002 0.021 0.124
O -0.1226 -3.4945 8.2369 0.003 -0.044 0.044 0.123
C -1.1203 -4.1076 8.4718 -0.026 0.017 -0.021 -0.486
O -2.1797 -4.1135 7.6230 0.008 0.020 -0.001 0.014
C -3.2742 -4.8538 8.1872 -0.002 0.013 0.009 -0.154
C -2.6407 -5.7883 9.2143 0.029 -0.010 -0.036 -0.152
C -1.4452 -4.9660 9.6805 0.020 0.001 -0.031 -0.077
H -3.9643 -4.1444 8.6497 -0.006 -0.011 0.005 0.126
H -3.7821 -5.3633 7.3723 0.005 -0.013 0.006 0.124
H -3.3312 -6.0649 10.0079 -0.001 0.022 0.011 0.114
H -2.2985 -6.7002 8.7237 -0.015 -0.008 0.008 0.118
H -1.6982 -4.2934 10.5033 -0.005 -0.007 0.005 0.132
H -0.5708 -5.5419 9.9710 -0.003 0.009 0.019 0.125
```
Forces are in eV/Å.